Record 1
The following is a quantum chemistry calculation of a 13-piece molecular cluster, C21H58BO20 overall, from the Open Molecules 2025 dataset.

Computed properties:
total energy: -64347.91118 eV
HOMO-LUMO gap: 9.0 eV

Geometry as ORCA input:
```
! RIJCOSX wB97M-V def2-TZVPD def2/J DEFGRID3
* xyz -1 1
O -1.3818 -2.6551 -0.5239
C -0.8496 -1.4795 -0.5777
O -0.7821 -0.6029 0.3543
B -0.0880 0.6540 -0.1094
O 0.1206 0.3684 -1.5519
C -0.3826 -0.8339 -1.8710
O -0.3371 -1.4416 -2.9442
O 1.2445 0.7751 0.5128
C 1.1786 1.8582 1.3029
O 2.0342 2.1970 2.1095
C -0.1553 2.6145 0.9362
O -0.8076 1.9300 0.0749
O -0.5515 3.6607 1.4824
C -3.6952 -1.9651 -3.8692
O -4.6414 -1.2525 -4.6386
H -3.3141 -1.3911 -3.0245
H -4.0549 -2.9342 -3.5235
H -2.8615 -2.2717 -4.5009
H -4.2695 -1.0841 -5.5074
C -0.4056 -3.8490 -5.8891
O 0.0855 -3.8798 -4.5648
H -0.5816 -4.8442 -6.2976
H -1.3523 -3.3115 -5.9431
H 0.3474 -3.3952 -6.5334
H -0.0233 -2.9934 -4.2124
C 5.9566 1.6787 3.5408
O 5.0411 1.2709 2.5701
H 5.8374 2.7206 3.8380
H 6.0218 0.9299 4.3302
H 6.9254 1.5846 3.0503
H 4.2209 1.0935 3.0363
C -2.9562 -5.8284 -1.2324
C -2.1867 -5.8615 0.0716
O -0.9119 -5.2533 -0.0566
H -3.6543 -5.0024 -1.3682
H -3.4973 -6.7701 -1.3250
H -2.2958 -5.7911 -2.0987
H -2.0797 -6.8614 0.4920
H -2.8283 -5.2899 0.7423
H -0.9931 -4.3349 -0.3242
C -1.7883 2.9042 -3.4914
C -3.1959 2.3275 -3.0799
O -4.0621 3.4314 -3.2594
H -1.3124 3.7118 -2.9351
H -1.8589 3.2233 -4.5312
H -1.0648 2.0893 -3.5153
H -3.2547 1.9566 -2.0566
H -3.5522 1.5431 -3.7476
H -3.9155 3.7441 -4.1551
C 3.3522 -1.9356 -0.2256
C 2.3513 -3.0645 0.2109
O 3.0950 -3.9068 1.1024
H 3.7930 -1.4618 0.6515
H 2.9160 -1.1398 -0.8295
H 4.1428 -2.2950 -0.8842
H 1.9456 -3.6008 -0.6469
H 1.4480 -2.7204 0.7144
H 3.7960 -4.4141 0.6867
C 2.1675 -0.9440 3.6785
C 3.4045 -1.7352 4.1250
O 4.0917 -0.9412 5.0769
H 1.7978 -1.4247 2.7727
H 2.4249 0.0892 3.4454
H 1.3093 -0.8276 4.3403
H 4.0209 -2.1617 3.3336
H 3.0288 -2.6198 4.6393
H 4.9708 -1.3241 5.1231
C 3.0409 0.5114 -3.6060
C 2.1853 -0.4869 -4.3976
O 0.9178 0.1015 -4.7191
H 3.0310 1.5166 -4.0275
H 4.0777 0.1907 -3.5047
H 2.6924 0.5966 -2.5767
H 2.1169 -1.4030 -3.8110
H 2.7547 -0.6111 -5.3188
H 0.2923 -0.0551 -4.0079
C -3.8050 2.6311 1.5574
C -3.9797 3.7201 2.5325
O -4.7031 3.0952 3.5760
H -3.4580 1.7143 2.0341
H -3.0637 2.9488 0.8240
H -4.6216 2.3438 0.8951
H -4.5088 4.5113 2.0014
H -3.0635 4.0969 2.9873
H -5.6402 3.1939 3.3922
C 0.8661 4.7575 4.4065
C 0.7096 3.3629 5.0647
O 1.9117 2.6521 4.8338
H 1.7611 5.2909 4.7266
H 0.0780 5.4804 4.6176
H 0.9509 4.6342 3.3268
H -0.1454 2.8839 4.5875
H 0.5903 3.3898 6.1478
H 2.0361 2.5849 3.8843
O -2.1905 6.0929 0.8502
H -1.8906 5.2309 1.1386
H -2.4361 5.9673 -0.0664
O -1.4687 -0.2423 3.3605
H -1.2388 -0.7601 4.1321
H -0.9261 -0.6028 2.6592
*
```



Record 2
The following is a quantum chemistry calculation of a 6-piece molecular cluster, C21H58N5O6 overall, from the Open Molecules 2025 dataset.

Computed properties:
total energy: -42448.26637 eV
HOMO-LUMO gap: 4.6 eV

Geometry as ORCA input:
```
! RIJCOSX wB97M-V def2-TZVPD def2/J DEFGRID3
* xyz -1 1
C 13.3560 7.5253 -5.9596
O 13.4827 8.6233 -6.7068
H 13.1424 7.7522 -4.8801
H 12.5426 6.8691 -6.3762
H 14.3092 6.8937 -5.8854
C 6.8114 11.7893 -6.7534
C 8.0967 11.3950 -6.0588
C 8.6321 10.1149 -6.6972
O 9.6515 9.5560 -5.9214
C 9.6645 8.1489 -5.9703
N 9.1254 12.4597 -6.2326
H 6.9448 11.8748 -7.8373
H 6.4409 12.7795 -6.4666
H 5.9981 11.0808 -6.5614
H 7.9848 11.2253 -4.9893
H 8.9868 10.3420 -7.7146
H 7.7799 9.4214 -6.7992
H 9.8139 7.7617 -6.9829
H 8.7119 7.7545 -5.5713
H 10.4611 7.8197 -5.3037
H 9.0797 12.7204 -7.2184
H 8.7649 13.2938 -5.7704
C 10.0255 4.3435 -5.6384
C 9.8679 4.1085 -4.1462
C 10.2582 5.3497 -3.3578
O 11.5520 5.8106 -3.6675
C 12.5794 5.0346 -3.1081
N 8.4675 3.8018 -3.8309
H 10.9904 3.9823 -5.9990
H 9.9643 5.3921 -5.9244
H 9.2652 3.7690 -6.1749
H 10.5342 3.2754 -3.8764
H 10.1437 5.1743 -2.2756
H 9.5660 6.1408 -3.6575
H 12.3348 4.6849 -2.0968
H 13.5042 5.6045 -3.1397
H 12.7344 4.1285 -3.7130
H 8.1905 2.9515 -4.3067
H 8.3711 3.6197 -2.8364
C 12.2649 8.1733 -0.1327
C 12.3789 9.0288 -1.4175
C 13.8015 8.9936 -1.9516
O 13.9949 10.1018 -2.8027
C 15.3033 10.1882 -3.2774
N 11.4890 8.6178 -2.4862
H 13.0758 8.4143 0.5622
H 12.2803 7.1139 -0.3931
H 11.3403 8.4103 0.3982
H 12.1841 10.0708 -1.1444
H 13.9762 8.0920 -2.5631
H 14.5314 9.0036 -1.1268
H 15.3835 11.1181 -3.8335
H 15.5849 9.3219 -3.8915
H 16.0562 10.2155 -2.4625
H 10.5163 8.6689 -2.2052
H 11.6885 7.6510 -2.7384
C 13.3590 7.1290 -13.8520
C 13.5659 7.7835 -12.4806
C 12.6324 7.1821 -11.4484
O 12.6609 7.8645 -10.2501
C 11.6284 7.4568 -9.3904
N 14.9550 7.7812 -12.0486
H 13.8309 7.6942 -14.6525
H 12.2852 7.1066 -14.0844
H 13.6857 6.0885 -13.8070
H 13.2649 8.8376 -12.5269
H 12.7776 6.0807 -11.3692
H 11.6241 7.2017 -11.9198
H 10.6530 7.4273 -9.9073
H 11.6037 8.1513 -8.5493
H 11.7761 6.4411 -8.9960
H 15.5627 8.1075 -12.7899
H 15.2677 6.8512 -11.7924
C 18.3409 7.9010 -4.9486
C 17.6531 8.7002 -6.0491
C 18.6877 9.4114 -6.8906
O 18.0672 10.0703 -7.9710
C 18.7035 11.2732 -8.3353
N 16.7369 7.9193 -6.9037
H 18.0401 8.2021 -3.9389
H 19.4138 8.1695 -4.8979
H 18.3091 6.8206 -5.0570
H 17.0462 9.5289 -5.6705
H 19.4416 8.7195 -7.3149
H 19.2593 10.1321 -6.2871
H 18.0601 11.7897 -9.0453
H 19.6789 11.0665 -8.7954
H 18.8207 11.9467 -7.4753
H 17.1799 6.9958 -6.9797
H 15.9599 7.6348 -6.2948
*
```



Record 3
The following is a quantum chemistry calculation of a 10-piece molecular cluster, C21H59N4O11 overall, from the Open Molecules 2025 dataset.

Computed properties:
total energy: -51213.57964 eV
HOMO-LUMO gap: 8.7 eV

Geometry as ORCA input:
```
! RIJCOSX wB97M-V def2-TZVPD def2/J DEFGRID3
* xyz -1 1
C -1.9190 0.8800 0.3007
C -0.7930 0.3126 -0.4597
O -0.2768 1.0461 -1.3177
O -0.4637 -0.8438 -0.1885
H -1.5098 1.7703 0.8489
H -2.2619 0.1940 1.0964
H -2.8042 1.1849 -0.3535
C -1.9642 4.5883 1.5703
O -1.0561 5.2345 2.5028
H -1.4475 4.1838 0.7103
H -2.6574 5.4054 1.1355
H -2.5090 3.7676 2.0545
H -0.4180 5.6762 1.9601
C 2.8108 -2.9015 -1.3661
O 2.1740 -3.8267 -2.1573
H 3.3875 -3.4175 -0.6029
H 2.0884 -2.2075 -0.9123
H 3.5423 -2.3295 -1.9105
H 1.6629 -3.4160 -2.8670
C -2.8564 -1.3437 -2.8936
O -3.8197 -1.7923 -3.7809
N -2.9652 -1.4205 -1.5583
N -1.7079 -0.7296 -3.2577
H -3.7285 -1.9865 -1.2150
H -2.1892 -1.2162 -0.9182
H -1.8006 -0.3156 -4.0994
H -1.0057 -0.3188 -2.6263
C -2.7721 2.9820 -2.9293
O -3.5137 3.8993 -3.4830
N -1.7060 3.2316 -2.1816
N -3.0950 1.7428 -3.0849
H -1.6075 4.1237 -1.6831
H -1.1161 2.4465 -1.8173
H -3.9165 1.5337 -3.6695
H -2.5407 0.9621 -2.6530
C -0.8116 -1.7929 3.5206
C 0.4954 -1.7065 2.6680
C 1.7845 -1.5562 3.4262
O 0.5865 -2.4085 1.6455
H -0.5944 -2.7011 4.0491
H -1.6868 -1.8617 2.9497
H -0.9466 -1.0036 4.2890
H 0.4114 -0.6876 2.2172
H 2.6629 -1.3404 2.8514
H 1.8766 -2.4476 4.0201
H 1.6703 -0.6685 4.0178
H 0.2099 -1.9174 0.9213
C -0.0373 2.2232 3.4347
C -0.8459 2.7547 4.6162
C -0.9031 1.8048 5.7681
O -0.4512 3.8275 5.0603
H 0.8520 1.5749 3.7992
H 0.3466 3.0677 2.8477
H -0.6393 1.5630 2.7969
H -1.8687 2.9256 4.2774
H -1.3153 2.2848 6.7051
H 0.0925 1.3369 5.9325
H -1.5199 0.9481 5.4925
H -0.5481 4.4355 4.2916
C 3.0866 0.0154 0.1079
C 3.9477 1.0216 0.8168
C 3.1990 1.7419 1.9380
O 4.9920 0.5086 1.2598
H 3.8231 -0.4267 -0.5942
H 2.2904 0.5125 -0.3967
H 2.4529 -0.5093 0.7889
H 4.2778 1.7560 0.1154
H 2.1774 1.8993 1.6431
H 3.7084 2.6559 2.2017
H 3.1174 1.0866 2.7507
H 5.7122 1.1413 1.3490
C -1.2920 -4.9663 -2.5370
C -0.7022 -4.4375 -1.2177
C -1.7246 -4.5427 -0.1197
O 0.3862 -4.9323 -0.8562
H -0.4900 -4.7839 -3.3117
H -2.2592 -4.4117 -2.7719
H -1.4216 -5.9936 -2.5559
H -0.3424 -3.4149 -1.1779
H -1.5120 -3.9976 0.7729
H -2.0300 -5.5340 0.1780
H -2.6828 -4.0850 -0.4352
H 1.1699 -4.6084 -1.3710
C 1.9287 -0.3760 -3.3700
C 1.6549 1.0599 -3.7704
C 0.5312 1.2212 -4.8201
O 1.5849 1.8974 -2.8581
H 2.2224 -0.9612 -4.2089
H 1.1150 -0.7122 -2.8163
H 2.8103 -0.3992 -2.7194
H 2.4722 1.4102 -4.2936
H 0.7568 2.0279 -5.5219
H -0.3981 1.3614 -4.3002
H 0.4278 0.4205 -5.4944
H 0.9446 1.6005 -2.1947
*
```